Record 1
DFT (ωB97M-V/def2-TZVPD) results for a 2-piece molecular cluster, C14H19NOS2 overall in a non-equilibrium geometry.

Atoms and positions in Å:
C (3.452, 3.518, -1.416)
C (2.247, 2.643, -1.109)
N (2.638, 1.664, -0.080)
C (1.774, 0.560, 0.079)
S (0.715, 0.195, -1.176)
S (1.831, -0.369, 1.482)
C (3.136, 2.308, 1.146)
C (4.332, 3.167, 0.760)
O (4.002, 4.133, -0.245)
H (4.213, 2.900, -1.927)
H (3.157, 4.359, -2.059)
H (1.411, 3.273, -0.748)
H (1.938, 2.111, -2.021)
H (2.349, 2.947, 1.592)
H (3.436, 1.536, 1.868)
H (4.667, 3.768, 1.616)
H (5.148, 2.506, 0.413)
C (-1.396, -2.249, 2.232)
C (-1.717, -2.747, 0.874)
C (-1.248, -4.115, 0.549)
C (-2.551, -2.009, 0.011)
C (-2.807, -2.417, -1.343)
C (-3.593, -1.651, -2.192)
C (-4.189, -0.469, -1.731)
C (-4.000, -0.060, -0.402)
C (-3.207, -0.812, 0.452)
H (-1.118, -1.191, 2.233)
H (-2.242, -2.382, 2.924)
H (-0.551, -2.808, 2.643)
H (-1.154, -4.307, -0.520)
H (-0.272, -4.284, 1.015)
H (-1.925, -4.879, 0.958)
H (-2.360, -3.340, -1.714)
H (-3.747, -1.981, -3.223)
H (-4.811, 0.126, -2.401)
H (-4.478, 0.850, -0.031)
H (-3.080, -0.494, 1.490)

HOMO-LUMO gap ... 3.14 eV
Maximum force ... 1.516 eV Å⁻¹
Electronic energy ... -1471.1179 Eh
ΔE to the lowest compared entry with this formula, charge and spin ... 218.78 kJ/mol
Highest occupied orbital energy ... -6.0 eV

These are the natural (NBO) partial charges, in e, on atoms 1 to 5: -0.076, -0.262, -0.464, -0.088, -0.320


Record 2
DFT (ωB97M-V/def2-TZVPD) results for a single C8H13Cl molecule in a non-equilibrium geometry.

Atoms and positions in Å:
C (0.768, -0.441, 0.131)
C (-0.636, -0.668, -0.032)
C (1.359, 0.678, -0.315)
C (-1.441, 0.336, 0.329)
C (1.716, -1.394, 0.873)
C (-1.033, -1.894, -0.887)
C (0.733, 1.636, -1.266)
C (-1.240, 1.501, 1.196)
Cl (-3.214, 0.131, -0.128)
H (2.354, 0.876, 0.025)
H (1.649, -1.223, 1.953)
H (2.752, -1.225, 0.678)
H (1.485, -2.396, 0.740)
H (-2.008, -2.137, -0.502)
H (-0.391, -2.716, -0.582)
H (-1.124, -1.632, -1.902)
H (0.398, 2.527, -0.836)
H (0.026, 0.939, -1.746)
H (1.601, 1.740, -2.022)
H (-0.275, 1.572, 1.688)
H (-1.900, 1.418, 2.064)
H (-1.579, 2.372, 0.539)

HOMO-LUMO gap ... 9.47 eV
Maximum force ... 4.381 eV Å⁻¹
Electronic energy ... -772.7458 Eh
ΔE to the lowest compared entry with this formula, charge and spin ... 0.00 kJ/mol
Highest occupied orbital energy ... -8.6 eV

These are the natural (NBO) partial charges, in e, on atoms 1 to 5: -0.039, -0.090, -0.147, 0.109, -0.621


Record 3
DFT (ωB97M-V/def2-TZVPD) results for an isolated ion of composition C10H9OS2 and charge -1 in a non-equilibrium geometry.

Atoms and positions in Å:
C (-0.389, -1.623, 1.478)
S (0.472, -2.716, 2.374)
S (-1.885, -1.124, 1.950)
C (-0.531, -3.009, -1.367)
C (-0.819, -1.599, -0.957)
C (0.111, -1.024, 0.155)
C (0.251, 0.500, 0.121)
C (-0.714, 1.360, -0.373)
C (-0.574, 2.763, -0.238)
C (0.580, 3.306, 0.287)
C (1.594, 2.456, 0.735)
C (1.440, 1.068, 0.608)
O (-1.720, -0.968, -1.452)
H (-0.173, -3.608, -0.534)
H (-1.433, -3.434, -1.789)
H (0.242, -2.964, -2.146)
H (1.104, -1.452, -0.002)
H (-1.634, 0.992, -0.802)
H (-1.392, 3.417, -0.547)
H (0.726, 4.393, 0.336)
H (2.498, 2.861, 1.202)
H (2.248, 0.406, 0.962)

HOMO-LUMO gap ... 6.78 eV
Net charge ... -1
Maximum force ... 1.615 eV Å⁻¹
Electronic energy ... -1258.1297 Eh
Highest occupied orbital energy ... -3.4 eV

These are the natural (NBO) partial charges, in e, on atoms 1 to 5: -0.335, -0.269, -0.229, -0.726, 0.650


Record 4
DFT (ωB97M-V/def2-TZVPD) results for a 2-piece molecular cluster, C4H12NO2 overall in a non-equilibrium geometry.

Atoms and positions in Å:
C (0.633, 0.106, 0.807)
C (-0.575, -0.331, -0.003)
C (-1.489, 0.660, -0.654)
C (-1.004, 1.447, -1.887)
O (-0.091, 2.196, -1.733)
N (1.502, 1.057, 0.032)
H (0.367, 0.496, 1.815)
H (1.109, -0.826, 1.341)
H (-0.181, -1.005, -0.828)
H (-1.209, -1.084, 0.578)
H (-2.440, 0.193, -0.986)
H (-1.979, 1.352, 0.004)
H (-1.536, 1.429, -2.814)
H (0.823, 1.639, -0.574)
H (1.972, 0.461, -0.774)
H (2.165, 1.742, 0.562)
H (0.560, -3.632, 1.139)
H (0.702, -3.089, 2.403)
O (0.670, -2.812, 1.572)

HOMO-LUMO gap ... 11.16 eV
Net charge ... +1
Maximum force ... 6.324 eV Å⁻¹
Electronic energy ... -364.5437 Eh
ΔE to the lowest compared entry with this formula, charge and spin ... 240.19 kJ/mol
Highest occupied orbital energy ... -14.4 eV

These are the natural (NBO) partial charges, in e, on atoms 1 to 5: -0.292, -0.443, -0.553, 0.489, -0.539


Record 5
DFT (ωB97M-V/def2-TZVPD) results for a 2-piece molecular cluster, C5H4INO2 overall in a non-equilibrium geometry.

Atoms and positions in Å:
C (-0.465, -0.686, 2.411)
C (0.629, 0.840, 1.434)
C (0.162, -0.051, 0.491)
C (1.886, 2.946, 1.711)
C (0.103, 0.289, -0.959)
N (-0.617, -0.965, 1.142)
O (2.293, 3.488, 0.769)
O (0.352, 0.352, 2.662)
I (1.944, 3.116, 3.827)
H (-0.856, -1.058, 3.291)
H (0.720, 1.121, -1.276)
H (0.360, -0.620, -1.482)
H (-0.796, 0.680, -1.187)

HOMO-LUMO gap (spin up / spin down) ... 7.07 / 7.24 eV
Maximum force ... 3.807 eV Å⁻¹
Electronic energy ... -695.6991 Eh
ΔE to the lowest compared entry with this formula, charge and spin ... 350.65 kJ/mol
Highest occupied orbital energy (spin up / spin down) ... -8.6 / -8.8 eV

These are the natural (NBO) partial charges, in e, on atoms 1 to 5: 0.302, 0.196, -0.020, 0.445, -0.627


Record 6
DFT (ωB97M-V/def2-TZVPD) results for a single C4H13N3 molecule in a non-equilibrium geometry.

Atoms and positions in Å:
C (-0.979, -1.328, 0.398)
N (-2.353, -1.511, 0.299)
C (-0.343, -0.092, -0.378)
C (-0.430, -0.309, -1.898)
N (1.200, -0.060, -0.124)
C (1.777, 1.243, 0.190)
N (1.286, 1.856, 1.448)
H (-0.424, -2.324, 0.314)
H (-0.764, -1.143, 1.432)
H (-2.810, -0.666, 0.818)
H (-2.883, -1.969, -0.417)
H (-0.679, 0.846, 0.096)
H (-1.440, 0.260, -2.365)
H (-0.424, -1.368, -2.090)
H (0.459, 0.128, -2.397)
H (1.482, -0.691, 0.587)
H (2.717, 0.987, 0.617)
H (1.696, 1.977, -0.663)
H (1.676, 2.820, 1.487)
H (0.309, 2.060, 1.337)

HOMO-LUMO gap ... 9.67 eV
Maximum force ... 4.438 eV Å⁻¹
Electronic energy ... -324.3906 Eh
ΔE to the lowest compared entry with this formula, charge and spin ... 221.46 kJ/mol
Highest occupied orbital energy ... -8.6 eV

These are the natural (NBO) partial charges, in e, on atoms 1 to 5: -0.224, -0.869, -0.073, -0.613, -0.642